Entry i
Computed, not measured: a molecular structure, C43H37Br2CrGeN11O3, with ωB97M-V with the def2-TZVPD basis set.

The total charge is +2. As for the HOMO energy (alpha / beta): -12.46 / -12.46 eV. As for the expectation value of S²: 6.038. Its spin multiplicity is 5. As for the LUMO energy (alpha / beta): -5.541 / -7.864 eV.

Cartesian coordinates (Å):
1 Cr 0.288 1.009 -0.130
2 Br -4.275 0.867 -2.174
3 C -3.331 2.353 -1.516
4 C -3.911 3.627 -1.513
5 C -3.238 4.711 -1.006
6 Br -4.087 6.397 -0.987
7 C -1.933 4.567 -0.478
8 C -1.152 5.591 0.092
9 C 0.099 5.297 0.584
10 C 0.584 3.991 0.509
11 N -0.119 2.996 -0.015
12 C -1.364 3.276 -0.507
13 C -2.057 2.143 -1.006
14 O -1.448 0.984 -0.924
15 H -4.911 3.755 -1.904
16 H -1.541 6.599 0.140
17 H 0.724 6.062 1.023
18 H 1.574 3.750 0.874
19 C 1.854 -4.219 -1.290
20 N 1.099 -2.994 -1.051
21 C 1.516 -1.838 -0.545
22 N 0.480 -1.005 -0.457
23 C -0.567 -1.726 -0.964
24 N -0.217 -2.924 -1.336
25 C 1.376 -5.437 -0.504
26 C 2.069 -6.636 -0.652
27 C 1.622 -7.788 -0.022
28 C 0.487 -7.771 0.776
29 C -0.179 -6.568 0.961
30 C 0.269 -5.413 0.321
31 C -1.345 -6.414 1.819
32 N -2.272 -7.240 2.183
33 N -3.158 -6.538 2.952
34 C -2.726 -5.319 3.016
35 O -1.572 -5.174 2.323
36 C -3.246 -4.152 3.713
37 C -4.559 -4.081 4.170
38 C -4.991 -2.939 4.823
39 C -4.128 -1.872 5.039
40 C -2.811 -1.952 4.608
41 C -1.807 -0.855 4.890
42 N -1.472 -0.062 3.703
43 C -0.602 -0.299 2.725
44 N -0.622 0.715 1.859
45 C -1.579 1.547 2.370
46 N -2.108 1.099 3.477
47 C -2.380 -3.085 3.937
48 H 2.898 -4.014 -1.055
49 H 1.782 -4.442 -2.355
50 H 2.530 -1.610 -0.260
51 H -1.573 -1.346 -1.040
52 H 2.957 -6.675 -1.274
53 H 2.166 -8.713 -0.159
54 H 0.123 -8.669 1.256
55 H -0.299 -4.514 0.474
56 H -5.223 -4.920 4.006
57 H -6.011 -2.881 5.180
58 H -4.479 -0.987 5.557
59 H -0.887 -1.292 5.277
60 H -2.204 -0.149 5.615
61 H 0.045 -1.160 2.669
62 H -1.883 2.481 1.931
63 H -1.348 -3.166 3.617
64 C 5.158 2.173 2.360
65 N 4.240 1.777 1.302
66 C 2.943 1.522 1.466
67 N 2.405 1.670 2.689
68 O 2.248 1.156 0.476
69 H 6.143 2.320 1.929
70 H 5.234 1.400 3.127
71 H 4.847 3.112 2.821
72 H 4.593 1.672 0.365
73 H 2.939 1.988 3.478
74 H 1.420 1.494 2.796
75 Ge 1.204 1.366 -2.482
76 C -0.191 1.745 -3.801
77 C -0.088 2.907 -4.569
78 C -0.937 3.098 -5.648
79 C -1.918 2.159 -5.935
80 C -2.049 1.020 -5.149
81 C -1.195 0.817 -4.079
82 C 2.643 2.680 -2.728
83 C 2.578 3.994 -2.269
84 C 3.514 4.927 -2.690
85 C 4.523 4.549 -3.566
86 C 4.600 3.239 -4.017
87 C 3.666 2.303 -3.594
88 H 1.841 0.012 -2.900
89 H 0.674 3.645 -4.348
90 H -0.828 3.982 -6.262
91 H -2.585 2.318 -6.773
92 H -2.819 0.291 -5.366
93 H -1.305 -0.071 -3.468
94 H 1.782 4.302 -1.603
95 H 3.447 5.952 -2.349
96 H 5.247 5.279 -3.903
97 H 5.383 2.944 -4.703
98 H 3.718 1.282 -3.957

***

Entry ii
Computed, not measured: a molecular structure, C43H37Br2CrGeN11O3, with ωB97M-V with the def2-TZVPD basis set.

The total charge is +2. As for the HOMO energy (alpha / beta): -12.33 / -12.33 eV. As for the expectation value of S²: 6.012. Its spin multiplicity is 5. As for the LUMO energy (alpha / beta): -5.598 / -5.734 eV.

Cartesian coordinates (Å):
1 Cr 0.348 -0.684 -0.407
2 Br -2.386 2.228 -3.747
3 C -2.334 0.367 -3.421
4 C -3.069 -0.464 -4.280
5 C -3.075 -1.815 -4.102
6 Br -4.041 -2.895 -5.313
7 C -2.365 -2.398 -3.024
8 C -2.409 -3.770 -2.710
9 C -1.752 -4.223 -1.598
10 C -0.994 -3.328 -0.844
11 N -0.869 -2.043 -1.133
12 C -1.597 -1.549 -2.188
13 C -1.571 -0.139 -2.386
14 O -0.798 0.595 -1.551
15 H -3.636 -0.023 -5.089
16 H -2.971 -4.446 -3.338
17 H -1.793 -5.262 -1.307
18 H -0.464 -3.674 0.030
19 C 3.177 -5.099 1.462
20 N 2.722 -3.935 0.722
21 C 1.793 -3.042 1.056
22 N 1.716 -2.112 0.108
23 C 2.667 -2.505 -0.796
24 N 3.282 -3.602 -0.450
25 C 4.481 -4.876 2.205
26 C 5.020 -5.941 2.920
27 C 6.222 -5.796 3.592
28 C 6.902 -4.589 3.565
29 C 6.360 -3.521 2.860
30 C 5.150 -3.666 2.179
31 C 7.042 -2.237 2.825
32 N 8.259 -1.943 3.148
33 N 8.418 -0.604 2.940
34 C 7.290 -0.150 2.499
35 O 6.365 -1.138 2.401
36 C 6.920 1.217 2.168
37 C 7.895 2.203 2.036
38 C 7.515 3.499 1.739
39 C 6.173 3.821 1.582
40 C 5.199 2.843 1.729
41 C 3.733 3.202 1.624
42 N 3.007 2.306 0.736
43 C 2.163 1.331 1.056
44 N 1.732 0.744 -0.057
45 C 2.383 1.431 -1.047
46 N 3.164 2.372 -0.594
47 C 5.575 1.540 2.016
48 H 3.312 -5.905 0.742
49 H 2.390 -5.377 2.163
50 H 1.214 -3.059 1.965
51 H 2.904 -1.966 -1.699
52 H 4.499 -6.892 2.941
53 H 6.631 -6.632 4.143
54 H 7.843 -4.454 4.080
55 H 4.766 -2.823 1.621
56 H 8.936 1.934 2.158
57 H 8.265 4.270 1.626
58 H 5.882 4.839 1.354
59 H 3.624 4.213 1.237
60 H 3.258 3.143 2.603
61 H 1.865 1.072 2.059
62 H 2.271 1.217 -2.096
63 H 4.827 0.765 2.135
64 C -3.946 -1.566 3.371
65 N -2.759 -1.019 2.735
66 C -2.651 -0.641 1.450
67 N -3.743 -0.790 0.666
68 O -1.577 -0.190 0.995
69 H -3.703 -1.829 4.396
70 H -4.277 -2.472 2.860
71 H -4.764 -0.844 3.395
72 H -1.946 -0.839 3.297
73 H -4.659 -0.926 1.060
74 H -3.696 -0.405 -0.261
75 Ge -1.298 2.334 -0.661
76 C -0.057 3.591 -1.539
77 C 0.524 3.441 -2.792
78 C 1.488 4.339 -3.228
79 C 1.865 5.403 -2.421
80 C 1.281 5.563 -1.173
81 C 0.331 4.656 -0.728
82 C -3.186 2.535 -0.106
83 C -3.286 2.934 1.225
84 C -4.520 3.245 1.777
85 C -5.666 3.150 1.001
86 C -5.577 2.714 -0.314
87 C -4.342 2.410 -0.870
88 H -0.564 2.057 0.669
89 H 0.244 2.622 -3.441
90 H 1.935 4.207 -4.205
91 H 2.611 6.106 -2.765
92 H 1.560 6.399 -0.544
93 H -0.113 4.784 0.255
94 H -2.390 3.003 1.834
95 H -4.583 3.564 2.808
96 H -6.627 3.418 1.419
97 H -6.472 2.626 -0.916
98 H -4.306 2.080 -1.898

***

How do the structures above rank in stability at the extremes? entry ii comes first and entry i comes last.